Entry 1:
13
Properties=species:S:1:pos:R:3 method="wB97M-V/def2-TZVPD" fmax_ev_per_a=0.3 orbital_gap_ha=0.317 smiles=Nc1ccc(O)[nH]1 e_above_lowest_kj_mol=96.43
N -2.2269 -0.4474 0.0154
C -0.8934 -0.0155 0.1906
C -0.2717 1.2081 0.1233
C 1.1324 0.9807 0.0587
C 1.3057 -0.3753 0.0914
O 2.4449 -1.1141 -0.0349
N 0.0895 -0.9848 0.1735
H -2.6227 -0.0290 -0.8155
H -2.8723 -0.2930 0.7779
H -0.7597 2.1685 0.0296
H 1.9342 1.7045 -0.0026
H 2.8410 -0.8299 -0.8678
H -0.1010 -1.9728 0.2604

***

Entry 2:
86
Properties=species:S:1:pos:R:3 method="wB97M-V/def2-TZVPD" fmax_ev_per_a=1.8 charge=-2 orbital_gap_ha=0.233
Ca 0.1245 -0.9170 -0.0264
I 3.3282 4.9906 4.2623
C 2.1042 3.4770 3.4341
C 0.8016 3.7730 3.0725
C 0.0289 2.7682 2.5300
I -2.0026 3.1206 2.1141
C 0.4958 1.4462 2.2681
O -0.2281 0.5509 1.7285
C 1.8223 1.1879 2.7610
C 2.3325 -0.2209 2.5995
N 2.4700 -0.5445 1.1910
C 3.5475 0.1241 0.5111
C 3.4919 -0.1540 -0.9699
C 4.5513 0.2050 -1.7960
C 4.4619 -0.0635 -3.1501
C 3.3266 -0.6911 -3.6321
C 2.3164 -0.9995 -2.7372
N 2.3939 -0.7393 -1.4341
C 2.6043 2.1874 3.3025
H 0.3859 4.7619 3.2095
H 1.5918 -0.9122 3.0099
H 3.2735 -0.3487 3.1611
H 2.4892 -1.5507 1.0269
H 4.5428 -0.1604 0.8966
H 3.4536 1.2041 0.6704
H 5.4277 0.6831 -1.3750
H 5.2666 0.2204 -3.8180
H 3.2222 -0.9277 -4.6821
H 1.4075 -1.4711 -3.0849
H 3.6079 1.9560 3.6418
C -0.0393 7.4277 0.0430
C -0.1075 6.0309 -0.5156
C -1.1597 5.6631 -1.3512
C -1.2296 4.3855 -1.8805
C -0.2556 3.4534 -1.5628
C 0.7944 3.8024 -0.7301
C 0.8671 5.0868 -0.2140
S -0.2605 1.8148 -2.2999
O -1.1452 1.9063 -3.4451
O 1.1339 1.5723 -2.5768
N -0.7409 0.7759 -1.2017
C -2.0502 0.5628 -0.8916
C -3.1504 1.3421 -1.3256
C -4.4201 0.9977 -0.9311
C -4.6148 -0.1029 -0.0988
C -3.4897 -0.8041 0.2862
N -2.2560 -0.4952 -0.0884
H -0.8829 7.6146 0.7119
H -0.0831 8.1672 -0.7595
H 0.8809 7.5867 0.6051
H -1.9318 6.3888 -1.5843
H -2.0325 4.1114 -2.5526
H 1.5470 3.0598 -0.4945
H 1.6867 5.3531 0.4444
H -2.9829 2.1783 -1.9841
H -5.2687 1.5821 -1.2691
H -5.6005 -0.4034 0.2278
H -3.5714 -1.6698 0.9359
O -2.7912 -5.6659 -4.7507
C -1.7959 -5.8725 -4.0267
O -1.1528 -6.9206 -3.8271
C -1.2712 -4.6150 -3.2687
C -1.8892 -3.3821 -3.4601
C -1.4670 -2.2874 -2.7283
N -0.4849 -2.3559 -1.8256
C 0.1473 -3.5278 -1.6718
C -0.2110 -4.6703 -2.3742
C 1.2886 -3.5105 -0.6629
O 2.2982 -4.1766 -0.8987
O 1.0861 -2.7816 0.3655
H -2.6987 -3.3143 -4.1737
H -1.9307 -1.3141 -2.8580
H 0.3194 -5.5996 -2.2184
N -2.1279 -5.1747 4.9839
C -1.8362 -4.3058 3.9365
C -1.6151 -2.9477 4.1608
C -1.3732 -2.1228 3.0738
N -1.3361 -2.5579 1.8190
C -1.5504 -3.8519 1.6055
C -1.8095 -4.7581 2.6179
H -1.7854 -4.8941 5.8866
H -1.9729 -6.1472 4.7787
H -1.6327 -2.5493 5.1689
H -1.2013 -1.0571 3.1997
H -1.5063 -4.1779 0.5707
H -1.9772 -5.8054 2.3953

***

Entry 3:
24
Properties=species:S:1:pos:R:3 method="wB97M-V/def2-TZVPD" fmax_ev_per_a=6.7 charge=+1 orbital_gap_ha="0.154 / 0.115" e_above_lowest_kj_mol=442.45
C -2.5608 1.7437 -0.5538
C -1.4214 0.1204 0.8482
C -1.8150 1.2557 -1.6062
C -2.4673 1.0453 0.7068
C -0.6845 -0.3525 -0.2364
C 4.0458 -1.0620 0.4497
C 0.3060 -1.3004 -0.1105
N -0.8235 0.3068 -1.4227
N -3.2233 1.4813 1.7636
N 3.2457 -0.0299 0.4437
N 1.1056 -1.7475 -1.0923
H -3.1322 2.6932 -0.8047
H -1.4855 -0.5315 1.6655
H -1.9403 1.9219 -2.4657
H 4.9608 -1.2920 0.0063
H 3.7998 -1.8360 1.1280
H 0.5411 -1.7144 0.9331
H -0.1910 -0.1161 -2.1789
H -4.1008 2.0444 1.6603
H -3.1302 0.8064 2.5746
H 3.6082 0.8336 -0.0787
H 2.4538 -0.0587 0.9812
H 2.0567 -1.9691 -0.6834
H 0.8525 -2.2424 -1.9278

***

Entry 4:
18
Properties=species:S:1:pos:R:3 method="wB97M-V/def2-TZVPD" fmax_ev_per_a=2.3 orbital_gap_ha=0.249 e_above_lowest_kj_mol=168.90
C -0.8455 1.5159 0.1133
C 2.0552 -0.7376 0.3806
C 1.0807 0.1800 1.1224
C 2.1380 -0.0882 -1.0047
C 0.2851 0.7326 -0.0198
C -3.2714 -0.4095 -0.2960
N -1.8301 2.1124 0.2423
O 0.9305 0.6521 -1.1744
S -1.7089 -1.2363 -0.1383
H 3.0282 -0.7959 0.8605
H 1.6285 -1.7361 0.3010
H 0.4633 -0.3332 1.8554
H 1.6031 1.0077 1.6183
H 2.9731 0.6189 -1.0835
H 2.2016 -0.8082 -1.8235
H -3.9611 -0.7963 0.4504
H -3.6657 -0.5426 -1.3009
H -3.1046 0.6641 -0.1031

***

Entry 5:
15
Properties=species:S:1:pos:R:3 method="wB97M-V/def2-TZVPD" fmax_ev_per_a=1.3 orbital_gap_ha=0.350 smiles="CC(=O)O.CN" e_above_lowest_kj_mol=82.75
C 0.6737 2.1106 -1.3274
C 0.3799 0.6600 -1.5375
O 0.9862 -0.2494 -1.0525
O -0.6823 0.4915 -2.3429
H 1.4516 2.4277 -2.0104
H 1.0850 2.2797 -0.3342
H -0.2193 2.6999 -1.4931
H -0.7514 -0.3404 -2.8217
C -0.7318 -1.1801 2.2282
N -0.1164 -2.1008 1.2757
H -0.5296 -1.4876 3.2545
H -1.8132 -1.2562 2.1317
H -0.4344 -0.1247 2.1651
H -0.1588 -1.6644 0.3640
H 0.8608 -2.2658 1.5005

***

Number 1: DFT total energy -340.75818 hartree. Number 2: DFT total energy -4010.06923 hartree. Number 3: DFT total energy -493.17985 hartree. Number 4: DFT total energy -762.10410 hartree. Number 5: DFT total energy -324.94109 hartree.